# 1
The following is a DFT calculation (ωB97M-V with the def2-TZVPD basis set) of an isolated ion of composition C8H14N3O and charge +1.

For the highest occupied orbital energy (alpha / beta), the calculation gives -13.71 / -13.64 eV. Its structure (SMILES) is O=[NH+]/C=N\N=C/C1CCCCC1. As for the total energy: -15027.9366 eV. As for the net charge: +1. The calculation puts the energy above the lowest of the compared OMol25 structures with the same formula, charge and spin at 146.5 kcal per mole. As for the LUMO energy (alpha / beta): -6.42 / -5.96 eV.

```
26
Properties=species:S:1:pos:R:3:lowdin_charge:R:1
O -3.16471 1.62415 -0.22267 0.07
N -3.82559 0.76461 -0.83914 -0.02
C -3.62980 -0.61400 -0.75975 -0.06
N -2.86860 -1.25025 0.06667 0.15
N -1.97723 -1.01946 0.77888 0.11
C -0.91785 -1.12855 1.37748 0.03
C 0.49774 -0.83309 0.75152 -0.30
C 0.60289 -0.85215 -0.73555 -0.17
C 2.14008 -0.44083 -1.13733 -0.16
C 2.34426 0.95578 -0.64873 -0.28
C 2.24381 1.06485 0.82022 -0.23
C 0.87619 0.55386 1.31959 -0.18
H -4.64955 0.99736 -1.36824 0.17
H -4.34876 -1.21288 -1.34077 0.15
H -0.99038 -0.98709 2.52073 0.19
H 1.18966 -1.52873 1.25233 0.16
H -0.23558 -0.18085 -1.11038 0.12
H 0.32503 -1.84369 -1.23810 0.13
H 2.33602 -0.24005 -2.29440 0.15
H 2.74703 -1.37456 -0.80925 0.14
H 3.22724 1.37192 -1.08764 0.11
H 1.50643 1.58647 -1.10497 0.14
H 3.06438 0.40030 1.24871 0.14
H 2.36260 2.12997 1.17718 0.14
H 0.96052 0.64640 2.46376 0.14
H 0.18417 1.41053 0.91986 0.15
```



# 2
The following is a DFT calculation (ωB97M-V with the def2-TZVPD basis set) of an isolated molecule of C2H2F2.

For the highest occupied orbital energy (alpha / beta), the calculation gives -8.68 / -8.68 eV. Its structure (SMILES) is F/C=C/F. As for the total energy: -7536.5198 eV. As for the net charge: 0. The calculation puts the energy above the lowest of the compared OMol25 structures with the same formula, charge and spin at 92.7 kcal per mole. As for the LUMO energy (alpha / beta): 0.55 / 0.55 eV.

```
6
Properties=species:S:1:pos:R:3:lowdin_charge:R:1
F 1.72424 -0.36790 -0.70943 -0.01
C 0.82588 0.40100 -0.14267 -0.05
C -0.79531 -0.38762 0.26480 -0.05
F -1.68791 0.38388 0.83724 -0.01
H 0.86548 1.46177 -0.28125 0.06
H -0.84208 -1.44842 0.39924 0.06
```



# 3
The following is a DFT calculation (ωB97M-V with the def2-TZVPD basis set) of C15H35ClN5O5Pt as an isolated structure.

For the highest occupied orbital energy (alpha / beta), the calculation gives -9.53 / -10.27 eV. As for the total energy: -49574.5084 eV. As for the net charge: +1. The calculation puts the energy above the lowest of the compared OMol25 structures with the same formula, charge and spin at 37.3 kcal per mole. The multiplicity is 3. As for the LUMO energy (alpha / beta): -1.75 / -1.75 eV.

```
62
Properties=species:S:1:pos:R:3:lowdin_spin:R:1
Pt 11.70206 9.73930 7.97161 1.55
Cl 13.01765 11.18192 9.47816 0.12
C 9.43735 9.82731 4.68993 0.00
C 10.20726 8.66892 5.17897 0.01
O 10.64680 8.68355 6.33453 0.04
N 10.37483 7.65875 4.31511 0.00
C 11.19089 6.49133 4.58243 0.00
H 9.16394 9.62144 3.65471 0.00
H 10.03463 10.73801 4.70762 0.00
H 8.55783 9.92847 5.32479 0.00
H 10.17607 7.83111 3.34163 0.00
H 12.07186 6.71387 5.18457 0.00
H 11.51048 5.98130 3.67438 0.00
H 10.68099 5.71248 5.15136 0.00
C 8.13911 9.48011 10.29730 0.00
C 9.44948 8.79297 10.11974 0.02
O 10.15804 8.97517 9.10130 0.05
N 9.77081 8.06265 11.20089 0.01
C 11.00073 7.42592 11.56059 0.00
H 7.95670 10.05671 9.38997 0.00
H 8.06292 10.26697 11.04779 0.00
H 7.31030 8.77994 10.40205 0.00
H 9.04311 7.97444 11.89409 0.00
H 11.10954 6.36353 11.33392 0.00
H 11.21478 7.57678 12.61808 0.00
H 11.90122 7.74070 11.03101 0.00
C 8.79716 12.81138 8.87013 0.00
C 9.47920 12.39762 7.58897 0.01
O 10.09117 11.29607 7.56369 0.04
N 9.42715 13.19947 6.50249 0.00
C 8.99519 14.58394 6.45174 0.00
H 9.38586 13.66196 9.21864 0.00
H 9.04380 12.08644 9.64460 0.00
H 7.72075 12.97506 8.85801 0.00
H 9.82842 12.81143 5.66157 0.00
H 8.24064 14.72921 5.67832 0.00
H 9.71246 15.39656 6.33208 0.00
H 8.50296 14.84169 7.38945 0.00
C 13.13608 12.81678 5.29861 0.00
C 13.50716 11.29094 5.44836 0.01
O 12.83365 10.54855 6.20931 0.05
N 14.53933 10.78343 4.73538 0.00
C 15.02219 9.43432 4.87223 0.00
H 12.52806 13.26214 6.08372 0.00
H 12.54590 12.80921 4.38049 0.00
H 14.04081 13.40030 5.13098 0.00
H 14.92071 11.33853 3.98426 0.00
H 16.07579 9.32088 5.13659 0.00
H 15.15084 9.03955 3.86230 0.00
H 14.48953 8.74990 5.52942 0.00
C 13.16547 5.75959 7.68955 0.00
C 13.56331 7.09832 8.29032 0.01
O 13.07725 8.10919 7.84446 0.05
N 14.43022 7.13233 9.26581 0.01
C 14.94356 8.32026 9.89193 0.00
H 13.22539 4.94147 8.40873 0.00
H 13.82811 5.50465 6.86285 0.00
H 12.11147 5.77308 7.41530 0.00
H 14.83124 6.27925 9.62597 0.00
H 15.96491 8.18957 10.25341 0.00
H 14.34833 8.68568 10.72722 0.00
H 15.19382 9.08751 9.15919 0.00
```



# 4
The following is a DFT calculation (ωB97M-V with the def2-TZVPD basis set) of a 2-piece molecular cluster, H6NO overall.

For the highest occupied orbital energy, the calculation gives -17.16 eV. As for the total energy: -3628.4624 eV. As for the net charge: +1. The calculation puts the energy above the lowest of the compared OMol25 structures with the same formula, charge and spin at 2.6 kcal per mole. As for the LUMO energy: -4.11 eV.

```
8
Properties=species:S:1:pos:R:3:lowdin_charge:R:1
O -0.29500 -1.31667 -0.77738 -0.05
H 0.17701 -1.20284 -1.63324 0.10
H -0.09982 -2.24265 -0.50771 0.10
N 0.04355 0.95262 0.58365 0.28
H 0.54160 1.75527 0.15335 0.17
H -0.97485 1.15142 0.61155 0.17
H 0.39391 0.80527 1.54955 0.17
H 0.21360 0.09759 0.02023 0.07
```



# 5
The following is a DFT calculation (ωB97M-V with the def2-TZVPD basis set) of a 2-piece molecular cluster, C6H7BrN2O3 overall.

For the highest occupied orbital energy, the calculation gives -7.64 eV. As for the total energy: -85497.4295 eV. As for the net charge: 0. The calculation puts the energy above the lowest of the compared OMol25 structures with the same formula, charge and spin at 44.4 kcal per mole. As for the LUMO energy: 0.45 eV.

```
19
Properties=species:S:1:pos:R:3:lowdin_charge:R:1
C 1.24400 1.84341 -0.90962 -0.06
C -0.08297 1.66749 -1.28214 0.00
C 1.69038 0.69363 -0.35541 -0.30
C -0.41485 0.38484 -0.85178 -0.38
C -0.56145 -1.09175 2.22777 -0.43
C 0.62869 -1.47217 0.44705 -0.51
N 0.62326 -0.17686 -0.18556 -0.04
N -1.78608 -0.82922 1.89894 0.18
O 0.02288 -1.05148 3.25701 0.09
O 2.96025 0.22838 -0.09437 0.07
O -1.63487 -0.23318 -0.91432 -0.05
Br -0.28043 -2.94480 -0.39520 0.70
H 1.67275 2.73434 -0.94830 0.07
H -0.43384 2.58011 -1.68885 0.10
H 1.63582 -1.65168 0.95154 0.11
H -2.04210 -0.89944 0.92585 0.07
H -2.19958 -0.22002 2.56098 0.12
H 3.63281 0.88394 -0.29429 0.11
H -1.69211 -0.56117 -1.86881 0.15
```



# 6
The following is a DFT calculation (ωB97M-V with the def2-TZVPD basis set) of an isolated molecule of C6H9N3O.

For the highest occupied orbital energy, the calculation gives -7.71 eV. As for the total energy: -12882.3031 eV. As for the net charge: 0. The calculation puts the energy above the lowest of the compared OMol25 structures with the same formula, charge and spin at 84.0 kcal per mole. As for the LUMO energy: 0.34 eV.

```
19
Properties=species:S:1:pos:R:3:lowdin_charge:R:1
C 0.57790 -1.52047 0.01769 -0.15
C -0.79078 -1.68669 0.10758 -0.07
C -0.99373 0.59501 -0.20337 -0.20
C 2.39111 0.01751 -0.12561 -0.61
C 2.63210 1.47163 0.17291 -0.03
C -3.02179 -0.44450 0.05058 -0.04
N -0.94224 1.75300 -0.57752 0.20
N 1.07581 -0.28499 -0.12315 0.05
N -1.58956 -0.49142 -0.06583 -0.12
O 3.26240 -0.79661 -0.28067 0.05
H 1.22951 -2.43319 0.15157 0.14
H -1.36046 -2.62920 0.04349 0.10
H 2.04758 1.63698 1.06059 0.06
H 2.26505 2.15845 -0.59625 0.06
H 3.78773 1.73949 0.28196 0.13
H -3.53000 0.17871 0.95007 0.14
H -3.41889 -0.02800 -0.87865 0.09
H -3.44262 -1.52044 0.20877 0.12
H -0.17913 2.28473 -0.19419 0.07
```